98
Properties=species:S:1:pos:R:3:forces:R:3:mulliken_charge:R:1 method="wB97M-V/def2-TZVPD" total_charge=-2 total_energy_ev=-164194.8794 spin_multiplicity=2 homo_energy_ev=-2.041 gap_ha=0.2239
Co -1.2429 1.0311 -0.3106 -0.12 -0.47 -0.04 -2.02
C -2.9076 -2.0940 -2.6936 0.00 0.04 0.01 -1.14
C -1.8924 -1.1772 -2.3941 0.02 -0.09 -0.03 -0.16
N -2.2687 -0.3864 -1.4005 -0.20 0.12 0.10 0.55
N -3.5074 -0.7658 -1.0392 0.05 0.09 0.06 0.16
C -3.9162 -1.7920 -1.7958 0.08 0.00 -0.02 -0.29
B -4.1986 -0.0085 0.1120 -0.08 0.12 0.03 -0.11
N -3.3115 -0.1019 1.3673 0.00 0.12 -0.13 0.01
C -3.6209 -0.5456 2.5952 -0.03 0.07 0.03 -0.14
C -2.5488 -0.3107 3.4293 -0.01 -0.01 -0.02 -1.54
C -1.5920 0.2986 2.6094 0.06 -0.01 0.03 -0.14
N -2.0625 0.4217 1.3791 0.00 -0.24 -0.10 1.27
N -4.3096 1.4838 -0.2991 0.11 -0.17 0.08 -0.13
C -5.3604 2.3174 -0.2457 -0.02 0.01 -0.02 -0.21
C -4.9223 3.5922 -0.5419 0.01 -0.05 0.01 -1.32
C -3.5454 3.4370 -0.7502 0.07 -0.01 -0.10 -0.41
N -3.1877 2.1680 -0.6112 0.00 0.17 0.13 0.75
H -2.8978 -2.8702 -3.4393 0.01 0.00 0.01 0.44
H -0.9101 -1.0681 -2.8213 0.00 -0.01 0.01 0.24
H -4.8856 -2.2342 -1.6375 -0.01 0.01 0.00 0.47
H -5.2947 -0.4728 0.3241 0.09 0.04 0.00 -0.18
H -4.5918 -0.9728 2.7850 0.01 -0.02 0.00 0.45
H -2.4630 -0.5409 4.4767 -0.01 0.01 -0.01 0.42
H -0.5964 0.6551 2.8194 -0.03 -0.02 -0.02 0.58
H -6.3396 1.9436 0.0056 0.00 0.00 0.01 0.44
H -5.4995 4.5003 -0.5631 0.01 0.00 0.00 0.41
H -2.7974 4.1840 -0.9649 -0.02 0.00 0.01 0.65
C 1.3349 3.0789 -2.9067 0.00 0.06 0.02 -1.96
C 0.5876 2.4723 -1.7628 0.14 0.40 0.08 0.27
N -0.5513 1.8874 -1.8872 0.00 -0.52 0.08 1.49
O -1.0896 1.7698 -3.1731 0.09 0.22 0.10 -0.62
C 1.1221 2.5278 -0.4255 -0.31 -0.32 -0.14 0.65
C 2.3668 3.2628 -0.0579 0.03 0.05 -0.01 -1.74
N 0.3703 1.8864 0.4752 -0.02 0.59 0.07 1.50
O 0.7322 1.8388 1.6701 -0.05 -0.04 -0.14 -0.94
H 0.9053 2.7904 -3.8606 -0.02 -0.02 -0.01 0.47
H 2.3782 2.7633 -2.8627 -0.02 0.00 -0.01 0.30
H 1.3162 4.1679 -2.8215 0.01 0.00 0.01 0.39
H -2.0191 1.5829 -2.9767 0.05 -0.06 0.03 0.44
H 2.2877 4.3307 -0.2863 -0.02 -0.02 0.01 0.34
H 3.2523 2.8768 -0.5720 -0.05 0.10 0.06 0.38
H 2.5140 3.1528 1.0139 0.00 -0.01 0.02 0.38
C -4.7402 7.1740 2.2849 -0.03 0.01 -0.05 -0.43
S -3.2453 7.9221 2.9750 0.01 0.01 -0.06 -0.15
C -2.6663 6.6016 3.9533 0.06 -0.02 0.04 -0.06
C -2.1831 5.4072 3.4871 0.00 0.05 -0.10 -0.26
S -1.9992 4.8277 1.8999 -0.05 0.13 0.16 -0.15
S -1.7344 4.3256 4.8108 0.12 -0.32 -0.11 0.04
C -2.1193 5.3033 6.1615 0.06 0.02 0.08 -0.02
S -1.8872 4.8585 7.7529 -0.02 -0.01 0.01 -0.37
S -2.7583 6.8061 5.6847 -0.14 0.24 0.07 -0.15
H -5.1336 7.8734 1.5454 -0.02 -0.03 -0.01 0.28
H -5.4850 7.0028 3.0612 0.01 0.00 0.00 0.27
H -4.4664 6.2364 1.7994 0.00 0.02 0.00 -0.08
C 0.7151 -4.9804 -3.0814 -0.08 -0.02 -0.05 -1.74
C 1.2079 -4.8491 -1.6448 -0.05 -0.05 0.17 1.93
C 2.2364 -5.9348 -1.3291 -0.02 -0.09 0.05 -1.61
C 0.0296 -4.9411 -0.6795 -0.09 -0.08 -0.01 -1.47
O 1.8609 -3.6051 -1.5615 0.19 0.33 -0.07 0.44
Si 1.9947 -2.4912 -0.3191 0.12 0.07 -0.05 -0.53
S 0.2819 -1.6162 0.3034 -0.11 0.10 -0.01 -0.46
O 3.1612 -1.4523 -0.9215 0.08 -0.25 0.05 0.01
C 3.2624 -0.8092 -2.1786 -0.18 -0.01 0.08 1.99
C 4.0750 0.4546 -1.9321 0.01 0.09 0.00 -1.85
C 3.9921 -1.7269 -3.1556 0.05 -0.06 -0.01 -1.87
C 1.8841 -0.4423 -2.7234 0.00 -0.02 -0.02 -1.26
O 2.8104 -3.3623 0.8476 0.04 0.02 -0.23 -0.13
C 3.4231 -2.9398 2.0575 -0.12 0.09 -0.05 2.02
C 4.9084 -3.2609 1.9295 0.07 -0.01 0.01 -1.79
C 2.7850 -3.7555 3.1753 -0.02 -0.01 0.08 -1.84
C 3.2352 -1.4485 2.3290 0.04 0.05 0.02 -1.53
H 0.2272 -5.9460 -3.2448 0.02 0.02 0.00 0.44
H 1.5551 -4.8865 -3.7732 0.00 0.01 0.00 0.33
H -0.0020 -4.1839 -3.2936 0.01 -0.02 0.00 0.26
H 1.7708 -6.9254 -1.3072 0.02 0.02 -0.03 0.41
H 2.6840 -5.7281 -0.3556 -0.03 -0.01 -0.01 0.11
H 3.0299 -5.9324 -2.0801 0.00 0.02 0.00 0.33
H -0.4880 -5.8924 -0.8359 -0.03 -0.01 0.05 0.52
H -0.6641 -4.1114 -0.8318 0.05 -0.08 -0.02 0.18
H 0.3687 -4.8869 0.3577 0.01 0.00 -0.05 0.20
H 5.0243 0.1941 -1.4592 0.01 0.01 -0.02 0.44
H 3.5267 1.1173 -1.2593 0.05 -0.17 -0.07 0.06
H 4.2770 0.9824 -2.8697 0.00 0.00 0.02 0.38
H 4.9897 -1.9570 -2.7730 -0.01 0.00 -0.01 0.37
H 4.0898 -1.2464 -4.1338 0.01 -0.01 0.00 0.41
H 3.4409 -2.6616 -3.2644 0.00 0.03 0.00 0.09
H 1.3292 0.1264 -1.9752 0.07 -0.12 -0.08 0.05
H 1.3146 -1.3483 -2.9437 0.04 0.00 -0.01 -0.09
H 1.9794 0.1468 -3.6416 -0.01 -0.01 0.02 0.70
H 5.0438 -4.3257 1.7248 0.00 0.01 0.00 0.32
H 5.4457 -3.0028 2.8468 0.00 -0.01 -0.01 0.43
H 5.3319 -2.6930 1.0987 -0.01 -0.01 0.01 0.26
H 2.9246 -4.8226 2.9848 -0.01 0.01 0.00 0.33
H 1.7151 -3.5429 3.2058 0.01 0.00 0.00 0.34
H 3.2243 -3.5067 4.1457 -0.01 -0.01 -0.02 0.44
H 3.6592 -0.8514 1.5188 0.01 -0.04 0.02 0.18
H 3.7414 -1.1840 3.2618 -0.02 0.02 0.00 0.56
H 2.1788 -1.1901 2.4041 0.02 -0.02 0.01 0.30


53
Properties=species:S:1:pos:R:3:forces:R:3:nbo_charge:R:1 method="wB97M-V/def2-TZVPD" total_energy_ev=-120411.5904 spin_multiplicity=3 homo_energy_ev="-7.018 / -7.967" gap_ha="0.2731 / 0.2760"
Pt 0.3458 -0.6968 -0.1600 0.71 0.23 -0.53 0.77
Br -1.9340 0.4494 -1.2607 -0.15 -0.02 0.34 0.11
C -2.8168 0.4491 0.4568 -0.01 0.06 -0.27 -0.02
C -4.0727 0.9770 0.4947 0.10 -0.01 -0.13 -0.26
C -4.7757 0.9861 1.7134 -0.03 -0.02 0.13 -0.20
C -4.2008 0.4693 2.8375 -0.12 0.05 -0.02 -0.20
C -2.8940 -0.0711 2.8092 0.08 0.02 -0.21 0.03
C -2.2995 -0.5983 3.9776 0.07 -0.06 0.13 -0.23
C -1.0347 -1.1108 3.9420 -0.06 0.04 0.06 -0.20
C -0.3068 -1.1217 2.7345 -0.08 0.11 -0.04 -0.28
C -0.8366 -0.6234 1.5681 0.31 -0.43 -0.30 -0.28
C -2.1548 -0.0892 1.5865 -0.04 0.00 0.25 -0.19
H -4.5246 1.3850 -0.3989 0.01 -0.02 0.00 0.23
H -5.7732 1.4043 1.7428 0.00 -0.01 0.02 0.22
H -4.7427 0.4657 3.7759 0.02 0.01 0.00 0.21
H -2.8662 -0.5889 4.9010 -0.01 0.01 -0.01 0.21
H -0.5856 -1.5151 4.8413 -0.01 0.01 0.00 0.21
H 0.6985 -1.5302 2.7311 -0.01 -0.04 0.00 0.22
C 0.4478 -1.1976 -3.8300 0.07 0.04 0.01 -0.26
O -0.1683 -2.2574 -3.0889 -0.09 0.08 0.04 -0.82
P 0.2601 -2.5724 -1.5830 -0.60 -0.23 0.38 1.81
O -0.8498 -3.6689 -1.1974 0.22 0.15 -0.04 -0.82
C -2.1025 -3.2840 -0.6279 -0.10 0.07 0.06 -0.26
O 1.5085 -3.5280 -1.8321 0.04 0.30 0.04 -0.81
C 2.2683 -4.0310 -0.7261 0.03 -0.11 0.24 -0.26
H -0.3254 -0.7378 -4.4426 0.00 -0.02 0.00 0.19
H 1.2302 -1.6076 -4.4669 -0.01 -0.02 0.01 0.20
H 0.8934 -0.4555 -3.1661 -0.01 0.00 0.01 0.20
H -2.5644 -4.1880 -0.2386 0.03 -0.02 -0.04 0.20
H -2.7519 -2.8395 -1.3841 0.05 -0.02 -0.02 0.18
H -1.9572 -2.5753 0.1886 0.03 0.00 -0.01 0.20
H 3.3025 -4.1090 -1.0508 -0.01 0.03 -0.02 0.20
H 1.8933 -5.0156 -0.4473 -0.02 0.01 -0.06 0.19
H 2.2114 -3.3639 0.1362 0.02 0.02 -0.07 0.21
O 2.5755 -0.2921 -1.4390 0.14 -0.42 0.32 -0.53
N 3.2282 -0.6811 -0.4347 0.42 0.62 -0.09 0.71
O 4.4469 -0.6390 -0.3999 -0.51 -0.21 -0.01 -0.42
O 2.5708 -1.0746 0.5934 -0.30 -0.07 -0.23 -0.56
N 2.2206 3.0416 1.3690 0.01 0.00 0.06 -0.52
C 1.5641 1.8575 1.4325 -0.02 0.05 0.02 0.26
N 1.0743 1.4991 0.2808 -0.22 -0.27 0.03 -0.55
C 1.4268 2.4927 -0.6197 0.20 0.26 0.15 0.16
C 1.1885 2.6126 -1.9849 0.01 0.05 -0.05 -0.20
C 1.6792 3.7332 -2.6237 -0.05 -0.08 -0.05 -0.22
C 2.3965 4.7187 -1.9326 0.04 0.06 0.07 -0.21
C 2.6498 4.6111 -0.5798 0.05 0.04 0.04 -0.22
C 2.1563 3.4811 0.0607 -0.20 -0.17 -0.24 0.09
H 2.6954 3.4897 2.1312 0.01 0.00 0.03 0.42
H 1.4642 1.2896 2.3448 0.02 -0.02 -0.03 0.23
H 0.6482 1.8505 -2.5285 -0.01 -0.03 0.04 0.22
H 1.5166 3.8519 -3.6870 -0.01 0.00 0.01 0.22
H 2.7643 5.5819 -2.4715 0.00 -0.01 0.00 0.22
H 3.2122 5.3670 -0.0469 -0.01 0.00 -0.02 0.22


Computed energy above the lowest of the compared OMol25 structures with the same formula, charge and spin (kJ/mol) in order:
0.00; 0.00